Record 1
Computed, not measured: a 9-piece molecular cluster, C36H90O18 overall, with ωB97M-V with the def2-TZVPD basis set.

Last column: Mulliken charge in e.
Cartesian coordinates (Å):
1 O -11.86 4.19 -3.01  -0.3410
2 O -3.08 12.51 -2.93  -0.2963
3 O -1.45 -1.32 -0.19  -0.3703
4 O 7.68 -6.57 -4.08  -0.2794
5 O -10.74 -6.94 2.38  -0.2730
6 O 12.60 -3.24 -10.87  -0.3432
7 O -6.02 -6.71 9.90  -0.2673
8 O -11.91 -5.14 4.70  -0.3186
9 O -9.30 3.06 -1.83  -0.3180
10 O -5.74 -8.11 7.38  -0.3216
11 O 10.05 -2.07 -10.56  -0.2965
12 O -2.66 9.78 -1.31  -0.3898
13 O 1.71 -0.21 -1.87  -0.3140
14 O 1.90 0.06 8.71  -0.4021
15 O 10.23 9.20 -2.60  -0.3757
16 O 12.19 8.75 -0.32  -0.2774
17 O -1.32 -0.28 9.37  -0.3478
18 O 9.37 -8.98 -2.89  -0.3630
19 C 2.59 0.90 -2.03  -0.7303
20 C 6.38 -6.08 -4.37  -0.7324
21 C 1.91 0.49 10.08  -0.6926
22 C -0.43 -0.20 8.22  -0.5318
23 C 10.37 7.80 -2.61  -0.5407
24 C -6.60 -7.02 7.55  -0.4935
25 C -13.30 -5.46 4.88  -0.6775
26 C -3.47 13.86 -3.27  -0.7512
27 C -2.40 0.67 9.15  -0.7206
28 C -2.02 11.05 -1.34  -0.6906
29 C -10.60 4.08 -3.59  -0.6435
30 C -11.61 -5.85 2.27  -0.4430
31 C -2.92 12.24 -1.54  -0.3384
32 C 9.22 -1.05 -10.01  -0.7648
33 C -3.17 9.33 -2.61  -0.6170
34 C -1.69 -2.50 0.70  -0.6210
35 C -5.67 -5.90 10.99  -0.7085
36 C -12.93 3.45 -3.56  -0.7047
37 C -8.67 1.86 -1.27  -0.7899
38 C 0.49 0.07 -1.11  -0.3977
39 C 10.16 -8.90 -4.03  -0.7663
40 C 7.82 -7.04 -2.69  -0.4607
41 C -6.36 -9.28 6.81  -0.7113
42 C -6.02 -6.09 8.63  -0.6054
43 C 13.27 -2.34 -10.04  -0.6822
44 C 0.93 -0.93 8.42  -0.4851
45 C 11.66 10.06 -0.82  -0.4801
46 C 11.39 9.99 -2.38  -0.4821
47 C -11.53 -4.71 3.40  -0.4786
48 C 12.81 8.60 0.97  -0.6888
49 C -9.56 2.94 -3.16  -0.3302
50 C -10.61 -7.91 1.32  -0.7059
51 C 11.54 -3.92 -10.26  -0.5967
52 C -0.19 -1.33 -0.86  -0.4679
53 C 10.44 -2.93 -9.63  -0.5345
54 C 9.19 -7.63 -2.38  -0.6217
55 H -7.54 -7.39 7.96  0.3387
56 H 13.51 -2.85 -9.11  0.3248
57 H 11.88 -4.57 -9.45  0.3887
58 H 2.11 1.88 -2.08  0.3239
59 H -2.31 13.01 -1.09  0.3831
60 H -10.32 5.04 -3.15  0.2648
61 H -3.11 0.58 9.97  0.2633
62 H 10.84 -2.52 -8.70  0.3890
63 H 6.16 -5.11 -3.92  0.2652
64 H -10.33 -7.43 0.38  0.2893
65 H 8.18 -1.38 -10.04  0.3116
66 H -6.71 -6.51 6.59  0.3633
67 H 9.42 7.30 -2.82  0.2403
68 H 13.17 7.57 0.95  0.2165
69 H -2.07 1.71 9.16  0.2986
70 H -0.99 -0.70 7.43  0.4543
71 H 6.28 -6.01 -5.45  0.2435
72 H -0.81 -2.56 1.34  0.2989
73 H 11.08 7.53 -3.39  0.2555
74 H 1.06 1.17 10.25  0.2549
75 H 1.09 -1.53 7.52  0.3324
76 H 7.48 -6.20 -2.08  0.4180
77 H -2.50 9.48 -3.45  0.2877
78 H 0.84 -1.64 9.24  0.3114
79 H -2.65 -2.32 1.17  0.2247
80 H -13.89 -4.55 4.97  0.2857
81 H 9.33 -0.13 -10.59  0.2521
82 H 10.42 -9.86 -4.48  0.3159
83 H -0.22 0.82 7.91  0.3624
84 H -9.17 0.90 -1.36  0.2974
85 H -8.31 1.99 -0.25  0.2898
86 H 10.79 10.32 -0.22  0.3166
87 H -11.36 -5.36 1.33  0.3224
88 H -5.79 -10.18 6.58  0.2736
89 H -10.53 -4.29 3.38  0.3166
90 H -8.71 3.07 -3.84  0.3257
91 H -2.97 0.39 8.27  0.3059
92 H -9.87 -8.65 1.62  0.2343
93 H -13.74 -6.15 4.17  0.2811
94 H 11.20 -8.61 -3.91  0.3185
95 H 9.38 -0.81 -8.96  0.3316
96 H -1.15 11.09 -2.01  0.3749
97 H -10.63 4.21 -4.67  0.4622
98 H -7.70 1.87 -1.76  0.3334
99 H -3.19 14.09 -4.30  0.2568
100 H -7.11 -9.64 7.51  0.3012
101 H -1.68 -3.38 0.05  0.2838
102 H -0.17 0.67 -1.73  0.2907
103 H -13.78 4.09 -3.33  0.2486
104 H 11.18 10.97 -2.80  0.3079
105 H -5.63 -6.70 11.73  0.2349
106 H -4.72 -5.40 10.86  0.2845
107 H 13.57 9.35 1.20  0.2693
108 H -1.52 11.16 -0.38  0.3877
109 H 2.79 1.12 10.23  0.2890
110 H 11.09 -4.57 -11.00  0.3289
111 H -13.32 -5.94 5.86  0.2318
112 H 3.31 0.96 -1.22  0.2675
113 H -12.86 3.28 -4.63  0.3343
114 H -3.02 14.66 -2.70  0.3104
115 H 12.70 -1.50 -9.66  0.2312
116 H -6.41 -5.10 11.04  0.2864
117 H -6.51 -5.12 8.61  0.4200
118 H -5.05 -5.75 8.27  0.3410
119 H 7.22 -7.92 -2.47  0.2992
120 H 12.12 8.76 1.80  0.2906
121 H -3.26 8.25 -2.48  0.2358
122 H 10.74 7.48 -1.63  0.2208
123 H 5.73 -6.92 -4.11  0.3244
124 H -13.14 2.52 -3.01  0.2378
125 H -4.56 13.97 -3.29  0.2839
126 H -12.22 -3.93 3.05  0.3416
127 H 12.23 9.54 -2.91  0.3244
128 H -3.86 12.12 -1.00  0.3133
129 H 14.18 -1.93 -10.47  0.2632
130 H -4.14 9.84 -2.66  0.2497
131 H -12.57 -6.33 2.13  0.2987
132 H 12.41 10.82 -0.59  0.4031
133 H -9.89 1.93 -3.39  0.3333
134 H 0.61 -1.93 -0.43  0.3341
135 H 9.42 -7.57 -1.31  0.4170
136 H 3.03 0.77 -3.02  0.2501
137 H 9.83 -8.23 -4.83  0.2862
138 H -6.72 -8.99 5.81  0.2653
139 H 0.59 0.71 -0.23  0.3610
140 H 9.96 -6.96 -2.77  0.3355
141 H -0.41 -1.78 -1.83  0.2664
142 H 1.98 -0.20 10.91  0.3078
143 H 9.67 -3.61 -9.27  0.3968
144 H -11.51 -8.50 1.14  0.2942

***

Record 2
Computed, not measured: a 11-piece molecular cluster, C36H92N2O20 overall, with ωB97M-V with the def2-TZVPD basis set.

Last column: Mulliken charge in e.
Cartesian coordinates (Å):
1 O 1.59 2.56 4.03  -0.6128
2 O 1.33 -0.09 -0.34  -0.0091
3 O -2.92 -2.24 -2.88  -0.5088
4 O -2.69 -2.37 0.07  0.7664
5 O -0.73 -3.05 1.91  0.5566
6 O 1.83 4.93 2.83  -0.6079
7 O 1.33 -3.98 3.85  -0.5761
8 O -4.30 3.55 3.31  -0.5248
9 O -2.56 5.96 -0.86  -0.5953
10 O -3.38 -0.27 2.89  -0.7280
11 O -3.70 0.73 -2.70  -0.6245
12 O 1.88 -1.21 2.73  0.7843
13 O 0.81 2.94 -1.66  0.1358
14 O 1.48 -2.88 0.17  2.3524
15 O -3.14 -5.15 1.24  -0.5740
16 O -1.75 2.92 -2.81  -0.3904
17 O -0.11 0.85 2.29  0.1288
18 O 1.45 -0.06 5.10  -0.7086
19 O -4.74 6.16 0.97  -0.4787
20 O -5.94 1.11 2.42  -0.6360
21 N 1.97 2.18 -2.08  0.9407
22 N 2.24 -3.55 -0.81  0.1725
23 C 0.46 3.44 4.05  -0.3841
24 C -4.18 -4.23 0.76  -1.0713
25 C -2.49 -1.12 -3.69  -0.0804
26 C -3.60 0.56 1.76  1.4018
27 C 2.36 -4.58 -3.01  -1.1113
28 C 0.26 -4.92 -1.63  -1.3054
29 C 3.88 -5.21 -1.20  -1.3595
30 C 3.02 -0.49 3.34  -0.3017
31 C 3.86 -3.97 0.87  -2.1720
32 C 3.26 1.20 -3.98  -0.7380
33 C -0.46 0.99 0.92  1.3625
34 C 2.99 -4.63 -0.12  1.4897
35 C -0.09 -4.01 4.11  -0.7501
36 C -2.29 4.21 -2.52  -0.8108
37 C 3.17 2.89 -1.42  1.7366
38 C 4.39 2.06 -1.88  -1.0616
39 C 1.84 3.21 -4.40  -1.8191
40 C -0.02 -0.13 0.03  1.6841
41 C 4.51 1.91 -3.39  -0.8800
42 C -2.20 4.61 -1.03  0.4711
43 C 1.44 -3.96 -1.99  1.8772
44 C -5.05 5.50 2.19  -0.4352
45 C 3.18 -5.73 -2.42  -0.7391
46 C -0.85 -2.91 3.32  0.2821
47 C 3.33 4.34 -1.87  -1.5574
48 C 0.76 1.06 -3.79  -2.3901
49 C 0.93 -2.68 -2.61  -1.4818
50 C -3.81 -2.80 0.85  0.4539
51 C -5.06 0.56 1.43  -0.9777
52 C -3.88 4.67 2.52  0.4156
53 C -3.53 -0.06 -3.87  -0.5173
54 C 0.58 4.27 2.78  0.5110
55 C 2.89 2.87 0.14  -1.8059
56 C 1.94 1.93 -3.62  1.7324
57 C 2.81 -0.53 4.85  -0.5533
58 C 2.15 -5.72 0.67  -0.9292
59 H 4.61 -4.43 -1.46  0.4113
60 H 1.73 -5.00 -3.80  0.3942
61 H 1.27 -5.15 1.09  -0.2490
62 H -0.55 2.95 4.04  0.1628
63 H 3.96 -0.89 2.98  0.4763
64 H -3.64 -2.60 1.96  0.0168
65 H 2.78 -6.19 1.46  0.4471
66 H -4.87 2.96 2.80  0.2937
67 H 0.50 3.44 1.98  -0.4309
68 H 4.48 -4.77 1.21  0.6857
69 H 3.53 0.17 5.35  0.3818
70 H 0.65 0.73 -4.83  0.6611
71 H -3.49 5.99 -0.61  0.4059
72 H -0.21 4.97 2.53  0.4052
73 H 1.43 1.73 4.59  0.2038
74 H -0.59 -4.71 -2.29  0.4954
75 H -5.87 4.76 2.13  0.2548
76 H 2.43 4.29 3.16  0.3786
77 H 0.12 -2.18 -1.98  -0.5118
78 H -2.38 -5.10 0.65  0.2990
79 H -4.50 -0.52 -4.11  0.3135
80 H 1.00 3.79 -3.98  0.0896
81 H 1.62 0.65 -0.99  -0.5039
82 H -1.87 -2.68 0.54  -0.4536
83 H -0.08 1.98 0.56  -1.1778
84 H 2.62 3.90 -4.27  0.3771
85 H 2.87 -1.58 5.18  0.3894
86 H -0.15 -0.97 0.67  -0.8602
87 H -1.95 -3.03 3.56  0.4352
88 H 0.82 0.19 -3.12  0.0838
89 H 1.79 2.97 -5.43  0.5344
90 H -2.84 3.89 -0.48  0.0648
91 H 4.74 2.86 -3.85  0.3753
92 H 0.66 -5.97 -1.75  0.2546
93 H 0.21 -3.12 1.71  -0.6232
94 H 3.16 1.03 -5.05  0.5480
95 H -1.70 4.99 -3.03  0.2941
96 H -5.29 6.29 2.90  0.2941
97 H 0.45 4.19 4.89  0.3474
98 H 3.81 4.50 -2.82  0.3426
99 H -2.12 -1.49 -4.70  0.3734
100 H -0.12 1.59 -3.61  0.6886
101 H -2.45 -0.25 3.17  0.2254
102 H 3.13 -3.87 -3.43  0.3052
103 H 5.32 2.59 -1.53  0.2933
104 H 1.87 3.27 0.26  0.1762
105 H 4.31 1.10 -1.39  0.2026
106 H -0.14 -3.81 5.15  0.4386
107 H 2.32 4.78 -2.08  0.1362
108 H 0.51 -2.95 -3.62  0.6468
109 H 1.80 -6.56 0.08  0.3176
110 H 3.48 3.45 0.77  0.7098
111 H -0.65 -0.31 -0.81  -0.2391
112 H 3.91 -6.08 -3.19  0.4315
113 H -0.55 -4.95 3.85  0.4135
114 H -3.28 0.16 -1.98  0.2769
115 H 3.79 4.99 -1.11  0.4050
116 H 3.04 0.56 3.09  0.0081
117 H -1.51 1.10 0.82  -0.6455
118 H 1.66 -1.87 -2.66  0.0506
119 H -3.11 5.20 3.08  0.3071
120 H -1.17 4.52 -0.80  -0.1519
121 H -3.46 4.32 1.51  -0.4279
122 H 1.50 -3.16 3.43  -0.0434
123 H -5.40 -0.45 1.18  0.2995
124 H -3.31 1.56 1.99  0.3015
125 H -0.14 -4.79 -0.62  -0.1842
126 H 4.51 -3.23 0.49  0.4051
127 H -4.43 -4.59 -0.21  0.3921
128 H 1.66 -1.93 0.01  -0.8283
129 H -3.34 4.25 -2.89  0.3958
130 H -5.00 7.09 1.03  0.2797
131 H 2.48 -6.58 -2.23  0.3330
132 H 0.55 1.46 2.53  -0.1381
133 H 0.03 2.66 -2.17  -0.1308
134 H -0.43 -1.96 3.66  -0.5124
135 H -2.53 2.32 -2.73  0.1793
136 H 3.20 0.19 -3.46  -0.0591
137 H 0.82 -0.21 4.39  0.2276
138 H -5.25 1.17 0.54  0.2276
139 H 1.30 -0.53 2.42  -0.6695
140 H -5.16 -4.52 1.21  0.3881
141 H -5.86 0.54 3.25  0.3524
142 H -3.25 0.54 -4.68  0.4127
143 H 2.84 1.87 0.60  0.0060
144 H -1.55 -0.75 -3.30  0.0096
145 H -2.66 -1.99 -1.98  0.1277
146 H -3.20 0.10 0.83  -0.4818
147 H -4.68 -2.18 0.56  -0.0016
148 H 3.27 -3.58 1.67  0.1334
149 H 5.39 1.30 -3.58  0.5124
150 H 4.34 -6.09 -0.71  0.3675

***

Number 1: HOMO energy -9.4976 eV, energy -2779.32241 Ha. Number 2: HOMO energy -8.4110 eV, energy -3040.89645 Ha.